C18H18F3N8O6PtS2 | ωB97M-V with the def2-TZVPD basis set

Total charge: -1
E_LUMO (eV): 0.98
Max |F| (eV Å⁻¹): 0.3
Energy relative to the best compared isomer or geometry (same formula, charge and spin) (kcal/mol): 0.0
Spin multiplicity: 1

Each line ends with the Löwdin charge.
Geometry (Å):
Pt 0.297897 -0.938401 0.409694  1.153
F 5.348526 -3.116891 0.070146  0.146
C 4.357824 -2.384490 -0.434854  -0.677
F 4.877284 -1.394507 -1.152706  0.153
F 3.621497 -3.157452 -1.236371  0.133
S 3.313089 -1.737548 0.930807  0.530
O 2.741140 -2.915649 1.534750  -0.300
O 4.151126 -0.897150 1.723937  -0.250
O 2.314539 -0.961115 0.122997  -0.487
O -1.900762 8.983142 -0.267053  -0.360
S -1.088557 8.195683 -1.174468  0.385
O -1.793367 7.144032 -1.876928  -0.371
O -0.145654 8.948871 -1.978216  -0.361
C 0.008092 7.300530 -0.024558  -0.330
N 0.816244 8.039820 0.746128  0.129
C 1.602837 7.386326 1.580035  -0.118
C 1.623713 5.999338 1.673324  -0.002
C 0.755730 5.328691 0.831108  -0.227
N -0.049952 5.975495 -0.005944  0.160
C 0.647249 3.845685 0.780859  -0.109
C -0.399807 3.261059 0.071447  0.034
C -0.490983 1.890095 0.006106  -0.093
N 0.408000 1.080907 0.593265  -0.142
C 1.421839 1.633070 1.276276  -0.098
C 1.563056 2.997646 1.394373  0.018
H 2.250999 7.989941 2.208240  0.108
H 2.276249 5.498724 2.373939  0.098
H -1.119020 3.894822 -0.429968  0.129
H -1.290137 1.405233 -0.534793  0.106
H 2.137752 0.958709 1.722201  0.100
H 2.408540 3.379974 1.947155  0.114
C -1.059613 -5.037973 -2.582911  -0.040
C -0.689841 -4.802937 -1.122733  -0.630
C 0.409735 -5.769138 -0.693290  -0.039
C -1.934948 -4.966231 -0.245377  -0.037
N -0.140963 -3.428492 -1.089378  -0.028
N 0.206810 -2.982642 0.228587  -0.118
H -1.441028 -6.050580 -2.714313  0.089
H -0.187338 -4.901501 -3.222062  0.087
H -1.841062 -4.344740 -2.902213  0.088
H 0.062261 -6.796997 -0.800607  0.088
H 0.691463 -5.631297 0.353282  0.080
H 1.298361 -5.631828 -1.310604  0.089
H -2.339057 -5.972337 -0.363068  0.091
H -2.717936 -4.261173 -0.531780  0.067
H -1.723108 -4.844738 0.820816  0.076
H -0.840983 -2.779609 -1.434302  0.098
H 1.124268 -3.354719 0.477810  0.056
H -0.461998 -3.322892 0.921507  0.088
N -1.653182 -0.993577 0.572075  -0.022
C -2.810336 -1.045483 0.522182  -0.144
C -4.177276 -1.193972 0.466934  -0.274
C -5.011070 -0.601907 1.447422  -0.240
N -5.688803 -0.120004 2.245025  0.130
C -4.683928 -2.038417 -0.552364  -0.251
N -5.055393 -2.761381 -1.371555  0.127

Forces on atoms 1 to 3 (eV/Å):
Pt -0.01 -0.17 0.00
F 0.01 -0.01 0.02
C 0.02 0.03 -0.01